This record from the Open Molecules 2025 dataset describes a structure of composition C36H99N9O9 at a distorted geometry. The level of theory is ωB97M-V/def2-TZVPD.

Geometry as XYZ:
```
153
Properties=species:S:1:pos:R:3:mulliken_charge:R:1
C 23.437 19.852 -1.156 -1.21
C 22.925 18.786 -0.079 0.59
C 21.759 17.821 -0.539 -0.58
O 21.523 16.973 0.549 -0.42
C 20.525 15.972 0.252 -0.78
N 24.039 17.890 0.208 -0.89
H 23.438 20.892 -0.830 0.30
H 22.780 19.867 -2.026 0.21
H 24.400 19.595 -1.597 0.36
H 22.614 19.276 0.844 0.44
H 22.147 17.079 -1.237 0.21
H 20.955 18.519 -0.771 0.29
H 20.331 15.414 1.168 0.52
H 20.670 15.398 -0.663 0.62
H 19.608 16.485 -0.038 0.11
H 24.722 18.431 0.718 0.26
H 23.601 17.330 0.926 0.25
C 11.433 16.558 -3.545 -1.76
C 12.331 16.475 -2.362 3.02
C 13.468 17.536 -2.217 -1.02
O 14.398 17.378 -3.334 -0.58
C 15.064 16.066 -3.376 -0.15
N 11.459 16.404 -1.187 -0.71
H 11.894 16.226 -4.475 0.36
H 11.089 17.577 -3.725 0.41
H 10.508 15.983 -3.497 0.44
H 12.743 15.467 -2.302 -1.94
H 13.993 17.341 -1.282 0.38
H 13.030 18.533 -2.178 0.48
H 14.608 15.403 -4.111 0.11
H 15.071 15.715 -2.344 0.43
H 16.082 16.375 -3.610 -0.12
H 11.023 17.315 -1.165 0.51
H 12.128 16.459 -0.432 0.03
C 19.021 11.902 -3.579 -1.44
C 19.443 13.087 -4.531 1.03
C 20.066 12.574 -5.877 -1.02
O 20.907 13.384 -6.671 -0.36
C 22.063 13.927 -6.126 -0.44
N 18.272 13.954 -4.871 -0.40
H 18.170 11.306 -3.907 0.24
H 18.735 12.336 -2.621 0.71
H 19.889 11.299 -3.313 0.44
H 20.245 13.685 -4.098 0.05
H 19.221 12.339 -6.524 0.34
H 20.591 11.619 -5.833 0.42
H 21.894 14.684 -5.360 0.02
H 22.689 14.323 -6.926 0.24
H 22.582 13.020 -5.816 0.34
H 17.521 13.446 -5.318 0.31
H 18.707 14.515 -5.590 0.31
C 13.297 18.575 4.059 -1.20
C 14.652 19.009 4.586 0.75
C 15.653 19.195 3.470 -0.77
O 16.094 17.888 3.053 -0.05
C 16.958 18.008 2.000 -1.23
N 14.527 20.187 5.457 -0.78
H 12.844 19.501 3.706 0.35
H 12.534 18.128 4.698 0.31
H 13.321 17.827 3.266 0.16
H 14.911 18.147 5.201 0.18
H 16.534 19.715 3.848 0.37
H 15.171 19.682 2.622 0.35
H 17.920 18.288 2.429 0.77
H 16.770 18.841 1.322 0.64
H 16.967 17.194 1.276 -0.11
H 13.562 20.200 5.752 0.31
H 14.541 21.035 4.909 0.28
C 16.993 13.335 -2.150 0.47
C 16.686 14.212 -0.970 -0.27
C 17.797 15.048 -0.408 -1.88
O 17.296 15.570 0.848 -0.11
C 18.222 16.057 1.790 -2.32
N 15.630 15.093 -1.459 0.30
H 16.250 12.541 -2.078 0.09
H 18.021 12.979 -2.083 -1.35
H 16.882 13.787 -3.135 -0.01
H 16.274 13.626 -0.148 1.98
H 18.140 15.852 -1.058 2.51
H 18.621 14.440 -0.033 0.95
H 18.876 16.827 1.380 1.16
H 18.909 15.284 2.134 0.33
H 17.717 16.508 2.645 0.69
H 14.867 14.436 -1.542 -0.82
H 15.431 15.677 -0.659 -1.40
C 19.752 19.243 -5.849 -1.50
C 19.864 18.725 -4.387 0.67
C 19.713 17.254 -4.153 -0.46
O 19.830 16.868 -2.737 -0.56
C 19.193 15.668 -2.522 0.43
N 21.289 18.954 -3.985 -0.62
H 18.857 18.807 -6.291 0.35
H 20.516 18.808 -6.494 0.40
H 19.723 20.333 -5.857 0.37
H 19.293 19.195 -3.587 0.38
H 20.415 16.661 -4.740 -0.22
H 18.812 16.798 -4.565 0.54
H 19.204 15.855 -1.448 -2.35
H 19.836 14.846 -2.835 0.39
H 18.141 15.467 -2.725 0.33
H 21.988 18.729 -4.678 0.26
H 21.373 18.256 -3.260 0.10
C 15.481 12.336 0.604 -1.60
C 14.365 11.397 1.057 1.07
C 14.962 10.521 2.107 -1.33
O 14.252 9.240 2.235 -0.40
C 14.771 8.376 3.303 -0.84
N 13.297 12.298 1.633 -0.51
H 16.306 11.832 0.101 1.26
H 15.764 12.933 1.471 0.14
H 15.059 12.925 -0.210 0.19
H 13.918 10.781 0.277 0.31
H 15.111 10.991 3.079 0.55
H 15.938 10.273 1.689 0.49
H 15.856 8.346 3.403 0.30
H 14.219 7.442 3.200 0.24
H 14.500 8.979 4.169 0.36
H 12.886 12.772 0.841 -1.41
H 12.658 11.660 2.086 0.42
C 14.404 14.346 2.152 -1.24
C 13.513 14.959 1.120 1.77
C 13.982 16.424 0.883 0.79
O 13.054 17.229 0.053 -0.43
C 12.059 17.846 0.908 -0.95
N 13.829 14.094 -0.052 1.14
H 15.458 14.316 1.874 -0.14
H 13.985 13.369 2.392 0.22
H 14.483 14.857 3.111 0.72
H 12.455 14.989 1.379 0.28
H 14.909 16.590 0.334 -0.37
H 14.198 16.842 1.866 -1.43
H 11.630 17.105 1.582 0.32
H 11.276 18.191 0.232 0.53
H 12.332 18.854 1.219 0.21
H 13.497 13.141 0.000 -1.91
H 13.447 14.550 -0.869 -0.25
C 11.040 13.717 -2.022 -1.96
C 11.836 12.487 -1.361 0.50
C 13.278 12.597 -2.015 -0.86
O 14.203 11.519 -1.680 -0.19
C 14.933 10.928 -2.725 -1.24
N 11.849 12.679 0.090 0.31
H 10.762 14.593 -1.437 0.52
H 10.097 13.371 -2.444 0.25
H 11.600 14.108 -2.872 0.30
H 11.325 11.553 -1.593 0.67
H 13.710 13.565 -1.758 -0.02
H 13.203 12.649 -3.101 0.95
H 14.409 10.167 -3.303 0.26
H 15.749 10.399 -2.234 0.26
H 15.303 11.738 -3.353 0.59
H 10.907 12.879 0.396 0.30
H 11.982 11.802 0.574 0.72
```

Values from the calculation:
DFT total energy	-2599.7958	Ha
HOMO level	-0.2428	Ha
ΔE to the lowest compared entry with this formula, charge and spin	2726.8	kJ/mol
max |F|	0.157	Eh/bohr
LUMO energy	0.01966	hartree
spin multiplicity	1
frontier orbital gap	7.1	eV